ORCA calculation (ωB97M-V with the def2-TZVPD basis set) on 3 unconnected molecules or ions with the total composition C7H14BrCl4N3O2P at a distorted geometry.

Properties
- E_LUMO: -2.90 eV
- Gap between HOMO and LUMO: 8.7 eV
- E_tot: -5345.760000 a.u.
- Net charge: +1

```
32
C7H14BrCl4N3O2P (ωB97M-V with the def2-TZVPD basis set)
N -1.141 2.957 4.575
P -1.788 1.596 3.766
O -3.058 2.276 2.964
C -0.603 1.147 2.401
C -0.465 -0.148 2.019
Br -1.354 -1.631 2.715
N 0.453 -0.129 0.998
C 0.847 1.092 0.743
N 0.233 1.891 1.596
O 0.364 3.240 1.687
H -0.679 2.664 5.431
H -1.957 3.478 4.899
H -3.693 1.553 2.874
H 0.789 -0.946 0.487
H 1.532 1.450 -0.010
H 1.317 3.408 1.748
Cl 4.287 -1.324 -0.043
C 4.091 -2.429 -1.431
C 2.892 -2.062 -2.265
Cl 1.362 -2.369 -1.395
H 4.018 -3.444 -1.048
H 4.995 -2.352 -2.032
H 2.867 -2.664 -3.172
H 2.913 -1.014 -2.553
Cl -1.916 0.992 -4.192
C -1.969 -0.748 -3.818
C -2.679 -1.027 -2.519
Cl -1.749 -0.437 -1.111
H -0.946 -1.120 -3.801
H -2.498 -1.235 -4.636
H -2.803 -2.101 -2.389
H -3.661 -0.564 -2.489
```